No. 1
DFT (the ωB97M-V functional and the def2-TZVPD basis) results for 5 unconnected molecules or ions with the total composition C19H49ClN3O10 in a non-equilibrium geometry.

Last column: Löwdin charge in e.
Cartesian coordinates (Å):
Cl  19.648  10.125  4.157  0.63
O  20.652  11.084  4.519  -0.39
O  20.246  8.944  3.584  -0.37
O  18.789  9.856  5.247  -0.35
O  18.927  10.823  3.079  -0.39
C  22.495  8.990  7.149  -0.04
C  23.771  9.841  6.749  -0.49
C  25.114  9.269  6.959  -0.08
O  23.566  10.437  5.478  -0.05
H  22.681  8.643  8.165  0.06
H  22.278  8.098  6.561  0.07
H  21.546  9.511  7.019  0.07
H  23.736  10.599  7.531  0.12
H  25.076  8.658  7.861  0.08
H  25.914  9.995  7.103  0.07
H  25.450  8.725  6.076  0.07
H  22.789  10.999  5.440  0.06
C  21.219  7.875  -2.971  -0.09
O  21.355  8.478  -1.638  -0.20
C  20.171  8.682  -0.997  -0.31
C  20.226  9.275  0.365  -0.15
N  21.544  9.866  0.799  -0.01
C  21.827  11.207  0.384  -0.21
C  22.010  11.440  -1.116  -0.20
O  22.934  10.439  -1.597  -0.22
C  23.477  10.833  -2.872  -0.27
H  22.147  8.099  -3.497  0.07
H  20.335  8.185  -3.528  0.07
H  21.120  6.821  -2.711  0.06
H  19.519  7.829  -1.189  0.10
H  19.566  9.319  -1.642  0.10
H  20.134  8.435  1.055  0.10
H  19.457  10.010  0.601  0.11
H  21.410  9.760  1.795  0.06
H  22.742  11.621  0.808  0.10
H  21.059  11.869  0.787  0.10
H  22.268  12.474  -1.347  0.10
H  20.988  11.429  -1.497  0.10
H  24.061  10.041  -3.341  0.06
H  24.116  11.699  -2.702  0.03
H  22.674  11.117  -3.552  0.04
C  25.619  11.443  -0.558  -0.20
O  24.834  10.520  0.167  -0.18
C  25.342  10.482  1.450  -0.26
C  24.475  9.591  2.389  -0.21
N  24.286  8.287  1.795  -0.02
C  23.444  7.363  2.685  -0.16
C  23.059  6.095  1.919  -0.21
O  22.407  6.573  0.740  -0.17
C  21.750  5.630  0.009  -0.17
H  25.685  11.037  -1.568  0.06
H  26.633  11.706  -0.257  0.07
H  25.094  12.391  -0.675  0.07
H  25.478  11.440  1.953  0.12
H  26.335  10.048  1.331  0.10
H  23.578  10.159  2.637  0.10
H  24.889  9.456  3.388  0.09
H  25.169  7.821  1.944  0.09
H  22.509  7.853  2.957  0.10
H  23.993  6.947  3.529  0.10
H  22.354  5.483  2.480  0.11
H  23.952  5.552  1.610  0.11
H  21.416  4.765  0.583  0.07
H  22.400  5.086  -0.676  0.07
H  20.977  6.003  -0.663  0.07
C  22.124  14.387  3.080  -0.06
C  20.801  15.192  3.187  -0.44
C  20.433  15.794  1.833  -0.25
O  20.699  15.041  0.691  -0.23
C  20.387  15.620  -0.588  -0.23
N  19.732  14.336  3.620  0.05
H  21.941  13.529  2.434  0.07
H  22.501  14.002  4.028  0.07
H  22.892  15.097  2.773  0.07
H  21.026  15.950  3.937  0.12
H  20.979  16.734  1.756  0.11
H  19.364  16.005  1.881  0.11
H  20.842  16.605  -0.691  0.05
H  19.305  15.493  -0.628  0.07
H  20.787  15.052  -1.428  0.03
H  19.404  13.805  2.826  0.07
H  20.160  13.653  4.229  0.05

Output
HOMO-LUMO gap (alpha / beta) ... 1.41 / 6.98 eV
Net charge ... -2
Spin multiplicity ... 2


No. 2
DFT (the ωB97M-V functional and the def2-TZVPD basis) results for 5 unconnected molecules or ions with the total composition C19H49FN7O8P.

Last column: Löwdin charge in e.
Cartesian coordinates (Å):
N  -2.475  -4.729  -5.822  -0.26
P  -1.987  -3.694  -4.791  0.74
N  -2.328  -2.030  -5.143  -0.07
C  -1.815  -0.993  -4.330  -0.58
O  -2.383  0.022  -4.105  0.17
O  -0.559  -1.293  -3.882  0.06
C  -3.661  -1.739  -5.641  -0.45
O  -3.885  -0.830  -6.370  0.21
N  -4.657  -2.663  -5.162  0.16
C  -5.245  -2.444  -3.930  -0.55
O  -5.429  -3.223  -3.062  0.15
F  -5.632  -1.173  -3.855  0.15
H  -2.843  -4.418  -6.710  0.00
H  -0.616  -3.656  -4.547  0.01
H  -2.521  -3.833  -3.498  0.02
H  -0.584  -1.442  -2.927  0.13
H  -4.425  -3.651  -5.276  0.11
C  1.573  3.882  -2.380  -0.09
O  2.097  2.572  -2.286  -0.22
C  1.368  1.560  -2.955  -0.20
C  1.721  1.394  -4.436  -0.44
C  1.122  2.471  -5.333  -0.06
N  3.163  1.318  -4.673  0.05
H  0.478  3.868  -2.379  0.09
H  1.916  4.403  -3.277  0.08
H  1.917  4.431  -1.504  0.08
H  1.626  0.631  -2.437  0.12
H  0.291  1.726  -2.825  0.12
H  1.292  0.435  -4.739  0.12
H  1.649  3.420  -5.220  0.07
H  1.209  2.174  -6.378  0.08
H  0.067  2.633  -5.107  0.08
H  3.558  0.531  -4.168  0.07
H  3.601  2.138  -4.263  0.07
C  3.428  1.889  3.208  -0.10
O  3.194  2.545  1.978  -0.18
C  4.314  3.193  1.409  -0.21
C  5.204  2.292  0.543  -0.43
C  6.090  1.346  1.346  -0.07
N  4.445  1.524  -0.442  0.05
H  4.143  2.440  3.826  0.07
H  3.797  0.870  3.068  0.08
H  2.477  1.839  3.738  0.09
H  3.904  3.982  0.773  0.12
H  4.908  3.675  2.199  0.12
H  5.860  2.969  -0.015  0.14
H  5.509  0.527  1.771  0.07
H  6.847  0.908  0.697  0.08
H  6.594  1.868  2.162  0.06
H  3.924  2.151  -1.050  0.05
H  3.724  1.006  0.053  0.07
C  6.610  2.727  5.592  -0.10
O  5.575  2.005  6.228  -0.20
C  5.888  1.485  7.508  -0.21
C  5.685  2.470  8.665  -0.44
C  6.773  3.532  8.771  -0.07
N  4.378  3.127  8.635  0.04
H  7.593  2.300  5.815  0.09
H  6.611  3.782  5.878  0.08
H  6.437  2.663  4.518  0.06
H  5.208  0.641  7.651  0.12
H  6.913  1.092  7.510  0.12
H  5.719  1.866  9.578  0.13
H  6.666  4.287  7.992  0.06
H  6.699  4.043  9.730  0.08
H  7.769  3.093  8.688  0.08
H  3.639  2.434  8.691  0.07
H  4.261  3.572  7.729  0.07
C  -11.108  -3.872  0.181  -0.11
O  -9.940  -3.197  -0.233  -0.19
C  -8.718  -3.854  0.047  -0.21
C  -8.280  -4.870  -1.014  -0.44
C  -9.060  -6.179  -0.975  -0.07
N  -8.316  -4.329  -2.372  0.04
H  -10.947  -4.391  1.133  0.09
H  -11.456  -4.600  -0.557  0.07
H  -11.884  -3.120  0.318  0.09
H  -7.966  -3.063  0.095  0.12
H  -8.769  -4.330  1.036  0.12
H  -7.231  -5.099  -0.792  0.14
H  -10.065  -6.051  -1.380  0.06
H  -8.556  -6.929  -1.584  0.07
H  -9.148  -6.561  0.044  0.08
H  -7.696  -3.527  -2.434  0.04
H  -9.250  -3.969  -2.549  0.07

Output
HOMO-LUMO gap ... 8.89 eV
Net charge ... 0
SMILES string ... N=[PH2]N(C(=O)O)C(=O)NC(=O)F.COC[C@@H](C)N.COC[C@@H](C)N.COC[C@@H](C)N.COC[C@@H](C)N


For reference, electronic energy by record: -2129.6343, -2179.6825 Ha.